Record 1
This record from the Open Molecules 2025 dataset describes 2 unconnected molecules or ions with the total composition C5H8N2 at a distorted geometry. The level of theory is wB97M-V/def2-TZVPD.

XYZ file:
```
15
Properties=species:S:1:pos:R:3
C -2.47 0.03 -0.17
N -1.11 -0.34 0.15
C -0.59 -0.70 1.29
N 0.76 -0.55 1.33
C 1.06 0.04 0.17
C 2.49 0.29 -0.24
C -0.12 0.31 -0.60
H -2.72 0.00 -1.23
H -3.19 -0.54 0.46
H -1.32 1.43 -0.55
H -1.19 -1.08 2.12
H 3.17 0.20 0.62
H 2.83 -0.42 -1.01
H 2.61 1.29 -0.67
H -0.13 0.14 -1.68
```

E	-8289.8577	eV
relative energy (zero: lowest compared OMol25 entry of this formula, charge and spin)	118.50	kcal per mole
Kohn-Sham gap (alpha / beta)	0.246 / 0.248	hartree

---

Record 2
This record from the Open Molecules 2025 dataset describes C7H7Cl3N2 in the gas phase at a distorted geometry. The level of theory is wB97M-V/def2-TZVPD.

XYZ file:
```
19
Properties=species:S:1:pos:R:3
N 3.10 -0.86 -0.82
C 1.76 -0.97 -0.59
Cl 1.25 -1.96 0.86
C 1.25 0.60 -0.10
Cl 2.09 1.28 1.29
Cl 1.52 1.72 -1.48
C -0.24 0.46 0.12
C -1.16 0.14 -0.85
C -2.53 0.02 -0.43
C -2.91 0.44 0.80
C -1.88 0.84 1.66
N -0.65 0.74 1.35
H 3.71 -0.49 -0.13
H 3.49 -1.77 -1.13
H 1.23 -1.42 -1.35
H -0.75 -0.02 -1.79
H -3.38 -0.27 -0.98
H -3.92 0.36 0.98
H -1.97 1.17 2.60
```

E	-47918.8600	eV
relative energy (zero: lowest compared OMol25 entry of this formula, charge and spin)	9.32	kcal per mole
Kohn-Sham gap	0.378	hartree

---

Record 3
This record from the Open Molecules 2025 dataset describes 2 unconnected molecules or ions with the total composition C3H10NOS. The level of theory is wB97M-V/def2-TZVPD.

XYZ file:
```
16
Properties=species:S:1:pos:R:3
C -1.13 2.30 -0.10
S -2.44 1.42 0.78
C -1.43 -0.06 1.12
H -0.46 1.61 -0.63
H -0.53 2.85 0.61
H -1.59 3.00 -0.79
H -1.86 -0.73 1.87
H -1.25 -0.60 0.20
H -0.50 0.33 1.51
N 1.85 -2.15 -1.21
C 1.56 -1.15 -0.16
O 1.20 0.05 -0.60
H 0.97 -2.43 -1.62
H 2.32 -1.60 -1.93
H 0.80 -1.69 0.48
H 2.48 -1.14 0.47
```

E	-17645.8143	eV
total charge	-1
relative energy (zero: lowest compared OMol25 entry of this formula, charge and spin)	37.55	kcal per mole
Kohn-Sham gap	0.227	hartree

---

Record 4
This record from the Open Molecules 2025 dataset describes a molecular structure, C3H3FN2O at a distorted geometry. The level of theory is wB97M-V/def2-TZVPD.

XYZ file:
```
10
Properties=species:S:1:pos:R:3
C -0.85 -0.41 -0.25
C 0.34 -0.99 -0.32
C -0.82 0.92 0.32
N 1.02 1.01 0.44
N 1.40 -0.08 0.04
O 2.61 -0.36 -0.18
F -1.22 1.96 -0.37
H -1.71 -0.89 -0.36
H 0.52 -2.09 -0.61
H -1.29 0.94 1.29
```

E	-10899.8153	eV
relative energy (zero: lowest compared OMol25 entry of this formula, charge and spin)	116.98	kcal per mole
Kohn-Sham gap	0.353	hartree

---

Repeat the first record exactly.
This record from the Open Molecules 2025 dataset describes 2 unconnected molecules or ions with the total composition C5H8N2 at a distorted geometry. The level of theory is wB97M-V/def2-TZVPD.

XYZ file:
```
15
Properties=species:S:1:pos:R:3
C -2.47 0.03 -0.17
N -1.11 -0.34 0.15
C -0.59 -0.70 1.29
N 0.76 -0.55 1.33
C 1.06 0.04 0.17
C 2.49 0.29 -0.24
C -0.12 0.31 -0.60
H -2.72 0.00 -1.23
H -3.19 -0.54 0.46
H -1.32 1.43 -0.55
H -1.19 -1.08 2.12
H 3.17 0.20 0.62
H 2.83 -0.42 -1.01
H 2.61 1.29 -0.67
H -0.13 0.14 -1.68
```

E	-8289.8577	eV
relative energy (zero: lowest compared OMol25 entry of this formula, charge and spin)	118.50	kcal per mole
Kohn-Sham gap (alpha / beta)	0.246 / 0.248	hartree

---

Q: What is the relative energy (zero: lowest compared OMol25 entry of this formula, charge and spin) in the third record?
A: 37.55 kcal per mole